1.
{"formula": "C7H14", "method": "ωB97M-V with the def2-TZVPD basis set", "species": ["C", "C", "C", "C", "C", "C", "C", "H", "H", "H", "H", "H", "H", "H", "H", "H", "H", "H", "H", "H", "H"], "coordinates": [[-1.255, 1.124, -0.683], [-1.197, -0.078, 0.261], [-2.420, -0.969, 0.043], [0.126, -0.850, 0.111], [1.314, -0.089, 0.672], [2.724, -0.269, 0.181], [2.003, 1.022, -0.079], [-1.204, 0.788, -1.728], [-2.192, 1.679, -0.559], [-0.428, 1.816, -0.510], [-1.238, 0.297, 1.295], [-3.343, -0.396, 0.196], [-2.445, -1.363, -0.981], [-2.435, -1.821, 0.733], [0.044, -1.811, 0.640], [0.290, -1.099, -0.949], [1.231, 0.075, 1.747], [3.527, -0.267, 0.912], [2.899, -0.922, -0.670], [1.694, 1.221, -1.103], [2.305, 1.910, 0.470]], "multiplicity": 1, "gap_ev": 11.339, "smiles": "CC(C)CC1CC1", "e_above_lowest_ev": 0.822, "energy_ev": -7485.4723, "homo_energy_ev": -10.093}

2.
{"formula": "C3H6N3P", "method": "ωB97M-V with the def2-TZVPD basis set", "species": ["H", "N", "C", "C", "C", "P", "N", "N", "H", "H", "H", "H", "H"], "coordinates": [[3.023, 0.393, 0.442], [2.335, 0.763, -0.347], [1.343, -0.011, -0.543], [0.899, -1.287, 0.092], [-0.309, -1.827, 0.087], [-1.815, -0.912, -0.367], [-1.319, 0.565, -0.030], [-2.212, 1.566, 0.090], [0.684, 0.311, -1.508], [1.701, -1.806, 0.418], [-0.438, -2.786, 0.472], [-3.214, 1.395, -0.217], [-1.793, 2.460, 0.054]], "multiplicity": 1, "gap_ev": 8.120, "smiles": "[H]\\N=C/C=C\\P=N\\N", "e_above_lowest_ev": 3.524, "energy_ev": -16963.8343, "homo_energy_ev": -8.343}

3.
{"formula": "C6H6O", "method": "ωB97M-V with the def2-TZVPD basis set", "species": ["C", "C", "C", "C", "C", "C", "O", "H", "H", "H", "H", "H", "H"], "coordinates": [[-1.249, 0.238, -0.381], [0.418, -0.376, 2.620], [-0.981, -1.057, -0.522], [0.448, -0.826, -0.770], [0.201, 0.624, -0.508], [0.864, 1.126, 0.665], [0.583, 0.460, 1.796], [-1.614, -1.981, -0.419], [-2.185, 0.784, 0.029], [1.200, -1.233, -0.055], [0.802, -1.101, -1.873], [0.618, 1.170, -1.372], [0.897, 2.174, 0.791]], "multiplicity": 3, "s_squared": 2.01, "gap_ev": [6.623, 9.120], "e_above_lowest_ev": 2.122, "energy_ev": -8357.6075, "homo_energy_ev": [-5.747, -10.120]}

4.
{"formula": "C28H38ClF5N8O2S", "method": "ωB97M-V with the def2-TZVPD basis set", "species": ["C", "C", "C", "C", "C", "C", "C", "C", "C", "Cl", "C", "N", "C", "C", "N", "C", "C", "N", "N", "N", "S", "O", "O", "C", "F", "F", "C", "F", "F", "F", "H", "H", "H", "H", "H", "H", "H", "H", "H", "H", "H", "H", "H", "H", "H", "H", "H", "C", "C", "C", "C", "N", "H", "H", "H", "H", "H", "H", "H", "C", "C", "C", "C", "N", "H", "H", "H", "H", "H", "H", "H", "C", "C", "C", "C", "N", "H", "H", "H", "H", "H", "H", "H"], "coordinates": [[1.027, -0.226, 2.091], [1.618, -0.655, 0.702], [3.006, -0.172, 0.445], [3.755, -0.505, -0.785], [3.049, -1.370, -1.754], [1.687, -1.825, -1.514], [0.889, -1.500, -0.294], [-0.551, -2.027, -0.026], [-1.673, -1.616, -1.063], [-3.050, -2.796, -0.678], [-1.320, -2.006, -2.540], [-1.033, -2.051, -3.650], [-2.173, -0.081, -0.959], [-1.699, 0.599, 0.376], [-1.761, 1.002, 1.448], [-3.713, 0.119, -1.260], [-4.706, 0.282, -0.042], [-6.068, 0.009, -0.634], [-4.839, 1.687, 0.476], [-4.587, -0.644, 1.077], [-1.305, 0.979, -2.267], [-1.961, 0.862, -3.576], [0.123, 0.727, -2.357], [-1.447, 2.811, -1.826], [-0.362, 3.068, -0.985], [-2.590, 3.117, -1.120], [-1.290, 3.768, -3.080], [-0.288, 3.311, -3.876], [-2.500, 3.838, -3.722], [-0.940, 5.012, -2.623], [0.846, 0.892, 2.022], [1.799, -0.360, 2.893], [0.060, -0.715, 2.355], [3.558, 0.461, 1.195], [4.801, -0.170, -0.987], [3.567, -1.694, -2.698], [1.231, -2.486, -2.304], [-0.874, -1.869, 1.046], [-0.477, -3.157, -0.111], [-4.150, -0.667, -1.948], [-3.823, 1.074, -1.862], [-6.115, 0.611, -1.472], [-6.796, 0.318, 0.014], [-3.931, 2.076, 0.741], [-5.307, 2.279, -0.213], [-3.646, -0.969, 1.278], [-5.049, -0.221, 1.881], [-3.303, 5.237, 1.203], [-3.708, 6.161, 2.344], [-4.688, 5.509, 3.323], [-5.969, 5.188, 2.691], [-6.971, 4.929, 2.192], [-4.164, 4.962, 0.588], [-2.578, 5.734, 0.554], [-2.845, 4.321, 1.584], [-4.142, 7.076, 1.932], [-2.809, 6.454, 2.893], [-4.864, 6.192, 4.157], [-4.245, 4.602, 3.743], [7.836, -0.133, -3.007], [9.079, 0.265, -2.219], [9.280, -0.570, -0.952], [8.203, -0.373, 0.019], [7.352, -0.222, 0.777], [6.925, 0.029, -2.426], [7.760, 0.465, -3.917], [7.877, -1.186, -3.297], [9.019, 1.326, -1.964], [9.955, 0.140, -2.862], [10.230, -0.290, -0.489], [9.353, -1.629, -1.212], [-0.390, -6.938, 2.875], [0.292, -6.522, 1.577], [1.561, -5.696, 1.803], [1.280, -4.413, 2.449], [1.058, -3.409, 2.960], [-0.728, -6.071, 3.446], [-1.266, -7.554, 2.659], [0.287, -7.522, 3.503], [-0.417, -5.961, 0.961], [0.557, -7.423, 1.017], [2.041, -5.511, 0.839], [2.272, -6.266, 2.407]], "multiplicity": 1, "gap_ev": 8.119, "smiles": "Cc1ccccc1C[C@](Cl)(C#N)[C@](C#N)(CC(N)(N)N)S(=O)(=O)C(F)(F)C(F)(F)F.CCCC#N.CCCC#N.CCCC#N", "e_above_lowest_ev": 0.000, "energy_ev": -82607.9559, "homo_energy_ev": -8.592}

5.
{"formula": "CH2N2S4", "method": "ωB97M-V with the def2-TZVPD basis set", "species": ["S", "S", "C", "N", "N", "S", "S", "H", "H"], "coordinates": [[-0.467, -1.763, -1.108], [1.014, -1.546, 0.343], [0.675, 0.079, 0.872], [0.365, 1.031, -0.624], [-0.741, 1.411, -0.668], [-1.982, 1.158, 0.347], [-0.800, 0.272, 1.916], [0.367, -1.347, -2.236], [1.569, 0.705, 1.158]], "multiplicity": 1, "gap_ev": 8.693, "smiles": "SS[C@H]1N=NSS1", "e_above_lowest_ev": 0.755, "energy_ev": -47388.2256, "homo_energy_ev": -8.780}

6.
{"formula": "C2H3ClN2", "method": "ωB97M-V with the def2-TZVPD basis set", "species": ["C", "C", "N", "N", "Cl", "H", "H", "H"], "coordinates": [[-1.875, -1.445, 1.058], [0.049, -0.053, -0.377], [-2.722, -1.627, 1.739], [0.099, 0.894, 0.456], [-1.024, 2.533, 0.073], [-1.061, -1.598, 0.123], [-0.427, 0.035, -1.324], [0.809, 1.053, 1.091]], "multiplicity": 1, "gap_ev": [8.585, 8.583], "e_above_lowest_ev": 5.347, "energy_ev": -17620.0615, "homo_energy_ev": [-9.771, -9.769]}

7.
{"formula": "C43H43MoN4O9P4S", "method": "ωB97M-V with the def2-TZVPD basis set", "species": ["Mo", "O", "C", "O", "C", "C", "C", "C", "C", "C", "C", "C", "C", "N", "H", "H", "H", "H", "H", "H", "C", "S", "C", "C", "C", "N", "P", "C", "C", "C", "C", "C", "C", "C", "C", "C", "C", "C", "C", "P", "C", "C", "C", "C", "C", "C", "C", "C", "C", "C", "C", "C", "H", "H", "H", "H", "H", "H", "H", "H", "H", "H", "H", "H", "H", "H", "H", "H", "H", "H", "H", "H", "H", "H", "H", "H", "H", "H", "H", "H", "H", "O", "P", "O", "O", "O", "P", "O", "O", "O", "H", "H", "N", "C", "C", "C", "C", "C", "N", "H", "H", "H", "H", "H", "H"], "coordinates": [[0.048, 1.231, -0.760], [-0.492, 3.422, 2.538], [-0.147, 3.048, 1.468], [0.087, 1.756, 1.205], [0.304, 3.988, 0.313], [0.292, 5.349, 0.520], [0.822, 6.157, -0.442], [1.442, 5.594, -1.573], [2.119, 6.400, -2.548], [2.856, 5.816, -3.529], [2.985, 4.417, -3.581], [2.250, 3.655, -2.731], [1.456, 4.190, -1.683], [0.786, 3.385, -0.780], [-0.118, 5.684, 1.458], [0.845, 7.245, -0.341], [2.061, 7.486, -2.466], [3.396, 6.446, -4.200], [3.640, 3.952, -4.300], [2.278, 2.579, -2.855], [0.046, -6.025, 3.491], [-1.308, -4.984, 4.091], [-2.135, -4.632, 2.527], [-1.455, -3.716, 1.517], [-1.146, -2.351, 2.096], [-0.805, -1.312, 1.079], [-1.921, -0.335, 0.260], [-3.111, -1.573, -0.351], [-4.132, -2.029, 0.458], [-4.903, -3.124, 0.034], [-4.673, -3.724, -1.191], [-3.678, -3.229, -2.027], [-2.899, -2.177, -1.590], [-2.817, 0.545, 1.557], [-4.053, 1.098, 1.272], [-4.735, 1.877, 2.207], [-4.188, 2.080, 3.463], [-2.971, 1.470, 3.782], [-2.266, 0.744, 2.820], [0.652, -1.016, 0.342], [1.113, -2.493, -0.555], [1.803, -3.540, 0.057], [1.945, -4.771, -0.570], [1.466, -4.918, -1.853], [0.748, -3.921, -2.484], [0.579, -2.709, -1.824], [1.958, -0.824, 1.586], [3.296, -1.078, 1.257], [4.308, -0.883, 2.221], [3.981, -0.470, 3.518], [2.661, -0.151, 3.821], [1.655, -0.341, 2.876], [0.799, -6.107, 4.296], [0.509, -5.529, 2.638], [-0.279, -7.027, 3.205], [-3.059, -4.151, 2.813], [-2.447, -5.539, 2.035], [-2.145, -3.591, 0.722], [-0.563, -4.151, 1.054], [-0.365, -2.409, 2.870], [-2.008, -1.972, 2.651], [-4.368, -1.535, 1.435], [-5.686, -3.479, 0.679], [-5.275, -4.569, -1.531], [-3.503, -3.695, -2.987], [-2.151, -1.764, -2.263], [-4.505, 0.921, 0.316], [-5.714, 2.309, 1.929], [-4.713, 2.623, 4.219], [-2.553, 1.621, 4.761], [-1.294, 0.334, 3.071], [2.188, -3.427, 1.058], [2.395, -5.579, -0.028], [1.587, -5.871, -2.324], [0.362, -4.121, -3.476], [0.011, -1.939, -2.304], [3.554, -1.499, 0.282], [5.327, -1.109, 1.937], [4.750, -0.349, 4.269], [2.405, 0.240, 4.808], [0.643, -0.123, 3.120], [-0.763, 1.385, -5.225], [-0.718, 2.235, -3.882], [-0.368, 3.657, -4.037], [0.060, 1.342, -2.899], [-2.266, 2.099, -3.425], [-2.871, 2.034, -1.977], [-3.652, 3.407, -1.821], [-3.666, 0.812, -1.813], [-1.677, 2.221, -1.001], [-0.939, 1.974, -5.977], [-4.585, 3.284, -1.599], [3.033, 2.158, 0.763], [3.316, 1.523, -0.417], [4.641, 1.484, -0.930], [4.882, 0.821, -2.093], [3.829, 0.163, -2.723], [2.586, 0.235, -2.168], [2.290, 0.937, -1.043], [3.794, 2.395, 1.371], [2.155, 1.935, 1.238], [5.479, 1.985, -0.436], [5.869, 0.781, -2.510], [4.005, -0.438, -3.599], [1.738, -0.231, -2.656]], "total_charge": 1, "multiplicity": 3, "s_squared": 2.03, "gap_ev": [7.250, 7.284], "e_above_lowest_ev": 0.000, "energy_ev": -119530.1653, "homo_energy_ev": [-10.582, -10.582]}

8.
{"formula": "C28H44F5KN4O6STe", "method": "ωB97M-V with the def2-TZVPD basis set", "species": ["K", "C", "C", "C", "C", "C", "C", "C", "C", "C", "C", "H", "H", "H", "H", "H", "H", "H", "H", "H", "H", "H", "H", "H", "H", "N", "C", "C", "O", "N", "C", "C", "O", "O", "H", "H", "H", "H", "H", "H", "C", "C", "N", "C", "C", "C", "O", "C", "C", "C", "C", "N", "C", "H", "H", "H", "H", "H", "H", "H", "H", "H", "H", "H", "H", "H", "H", "C", "C", "S", "O", "C", "C", "H", "H", "H", "H", "H", "H", "H", "H", "H", "H", "F", "Te", "F", "F", "F", "F", "O"], "coordinates": [[-0.265, -0.161, 0.229], [-0.842, 3.194, 3.869], [0.341, 2.233, 3.860], [1.340, 2.648, 2.775], [-0.058, 0.779, 3.682], [-1.325, 0.379, 3.269], [-1.625, -0.967, 3.085], [-0.667, -1.953, 3.283], [-0.969, -3.396, 2.974], [0.600, -1.555, 3.701], [0.893, -0.217, 3.900], [-0.494, 4.211, 4.063], [-1.574, 2.929, 4.637], [-1.338, 3.201, 2.897], [0.845, 2.298, 4.835], [0.842, 2.658, 1.804], [2.187, 1.961, 2.721], [1.717, 3.656, 2.972], [-2.080, 1.119, 3.038], [-2.605, -1.241, 2.716], [-0.445, -4.068, 3.657], [-0.659, -3.648, 1.956], [-2.038, -3.598, 3.044], [1.376, -2.301, 3.846], [1.895, 0.069, 4.202], [1.921, 2.254, -0.607], [2.253, 1.708, -1.922], [1.264, 0.707, -2.575], [1.805, -0.098, -3.387], [-0.004, 0.850, -2.269], [-0.898, -0.004, -3.029], [-1.229, -1.422, -2.500], [-2.186, -2.006, -3.065], [-0.541, -1.920, -1.565], [2.358, 3.152, -0.455], [2.201, 1.631, 0.141], [3.233, 1.213, -1.946], [2.309, 2.548, -2.622], [-0.511, -0.194, -4.041], [-1.863, 0.501, -3.141], [-7.878, -4.791, -2.849], [-6.370, -5.001, -2.880], [-5.627, -3.765, -2.687], [-4.792, -3.305, -3.798], [-5.611, -2.788, -4.971], [-5.519, -3.319, -1.406], [-5.989, -3.961, -0.468], [-4.818, -2.023, -1.150], [-5.147, -0.847, -1.808], [-4.516, 0.326, -1.439], [-3.576, 0.287, -0.420], [-3.240, -0.841, 0.212], [-3.852, -1.961, -0.155], [-8.402, -5.739, -2.994], [-8.188, -4.100, -3.635], [-8.173, -4.379, -1.885], [-6.064, -5.414, -3.843], [-6.085, -5.711, -2.100], [-4.181, -4.153, -4.125], [-4.072, -2.565, -3.450], [-6.287, -3.550, -5.371], [-4.939, -2.475, -5.771], [-6.214, -1.925, -4.681], [-5.890, -0.853, -2.596], [-4.721, 1.266, -1.933], [-3.061, 1.186, -0.106], [-3.558, -2.870, 0.360], [4.427, -2.326, 1.939], [4.503, -1.887, 0.487], [2.925, -1.241, -0.148], [2.361, -0.445, 1.000], [2.011, -2.798, -0.238], [2.219, -3.408, -1.618], [5.428, -2.429, 2.361], [3.915, -3.282, 2.050], [3.877, -1.578, 2.513], [4.813, -2.684, -0.193], [5.198, -1.054, 0.367], [0.961, -2.516, -0.144], [2.299, -3.443, 0.595], [1.888, -2.692, -2.374], [1.611, -4.308, -1.715], [3.265, -3.673, -1.799], [-1.982, 5.401, -1.156], [-1.413, 3.761, -0.402], [-2.917, 4.117, 0.707], [-0.374, 4.885, 0.715], [-2.591, 3.018, -1.660], [-0.110, 3.951, -1.713], [-1.046, 2.267, 0.500]], "total_charge": -2, "multiplicity": 1, "gap_ev": 5.076, "e_above_lowest_ev": 0.741, "energy_ev": -96041.4923, "homo_energy_ev": -1.372}